(1)
120
Properties=species:S:1:pos:R:3:forces:R:3 method="wB97M-V/def2-TZVPD" e_lumo_ha="-0.1787 / -0.2566" homo_energy_ev="-11.46 / -13.24" multiplicity=4 s2=3.849 total_charge=+2 relative_energy_kj_mol=0.0
C -2.74388 -2.38062 -0.60217 -0.0267 0.0248 -0.1269
C -3.09237 -1.78659 0.76104 0.2848 -0.0955 0.4058
C -3.83797 -2.79779 1.64114 -0.0587 0.0917 -0.0260
C -3.85131 -0.48941 0.58248 0.7404 -0.2812 -0.0636
C -5.22236 -0.48927 0.39838 0.0862 -0.0068 0.0921
C -5.90535 0.68541 0.16504 -0.0944 0.0992 -0.0545
C -5.22090 1.88086 0.10688 -0.0711 -0.0752 0.0765
C -3.84888 1.92052 0.27545 0.9417 0.2462 0.0833
C -3.10952 3.23884 0.20912 0.4583 0.1291 0.0124
C -3.55082 4.17772 1.33498 -0.0587 -0.0322 0.0433
C -3.26209 3.89384 -1.16555 -0.0531 -0.0636 -0.0794
C -3.15502 0.72520 0.50627 -0.9385 -0.0057 -0.5737
N -1.71405 0.74202 0.62724 1.0435 0.0723 0.7583
N -0.88730 0.55994 -0.39892 -0.2615 0.1764 1.0182
N 0.32770 0.61548 0.09918 0.1323 0.6081 2.4229
C 1.53077 0.58816 -0.70360 0.7663 -0.2532 -1.0902
C 2.07621 1.78138 -1.19688 -0.8396 0.3020 0.3352
C 1.38591 3.10188 -0.92443 0.0036 0.2479 0.4379
C 0.34001 3.39110 -2.00094 -0.0856 -0.0635 -0.0887
C 2.37272 4.26615 -0.77166 0.0266 -0.1054 -0.0020
C 3.20388 1.71873 -1.99639 0.0301 -0.0394 0.0603
C 3.80358 0.51102 -2.28383 0.0259 0.0001 -0.0844
C 3.26795 -0.65902 -1.78980 0.0376 -0.0194 0.0729
C 2.13445 -0.64021 -0.99871 -0.7958 -0.1882 0.2909
C 1.48779 -1.92528 -0.53140 -0.0086 -0.1389 0.4575
C 2.51139 -2.97014 -0.06833 -0.0127 0.0665 -0.0653
C 0.57422 -2.47896 -1.62155 -0.0453 0.0215 -0.1578
C 0.34545 0.84072 1.50521 -1.1973 -0.0391 -1.8996
C 1.52177 0.98467 2.34466 1.0637 0.0028 0.2662
C 1.68640 2.09396 3.19442 -0.6425 -0.3889 -0.7287
C 2.82462 2.23508 3.95090 0.2770 0.0357 0.2203
C 3.81796 1.27221 3.90538 0.0392 0.0419 0.0301
C 3.67364 0.16595 3.08834 0.2241 0.0286 0.1748
C 2.55098 0.02683 2.31263 -0.8522 0.1817 -0.2869
C -1.02107 0.94383 1.85527 0.9542 -0.6038 -2.0671
C -1.57104 1.09732 3.08683 -0.7544 0.0322 0.6022
H -2.20437 -1.65465 -1.21146 -0.0209 -0.0670 0.0074
H -2.13046 -3.27736 -0.50652 -0.0105 0.0237 0.0672
H -3.64677 -2.65353 -1.14972 -0.0832 0.0079 0.0328
H -2.15004 -1.52788 1.27479 -0.1988 -0.2259 -0.0945
H -4.16581 -2.34255 2.57641 0.0077 0.0657 0.0537
H -4.72391 -3.18260 1.13495 -0.0030 -0.0232 -0.0289
H -3.21341 -3.65782 1.88894 0.1218 0.0420 -0.1086
H -5.76167 -1.42002 0.42360 -0.0827 -0.1712 0.0297
H -6.97290 0.66674 0.01784 -0.1513 0.0072 -0.0230
H -5.75654 2.79605 -0.07908 -0.0793 0.1804 -0.0248
H -2.03937 3.01207 0.35713 -0.2875 0.2635 -0.0760
H -3.41893 3.71123 2.31239 0.0141 -0.0114 0.0351
H -2.98397 5.11009 1.32764 0.0272 -0.0614 -0.0841
H -4.60627 4.43484 1.23708 -0.0169 0.0130 -0.0241
H -2.92738 3.22479 -1.95948 0.0173 -0.0032 -0.0019
H -4.30477 4.14105 -1.36726 -0.0350 0.0227 0.0257
H -2.68711 4.81851 -1.23703 0.0016 -0.0408 0.0993
H 0.86049 2.98624 0.03931 0.0889 0.1740 -0.1925
H -0.39869 2.58965 -2.05410 -0.0322 0.0050 -0.0453
H -0.18612 4.32739 -1.80844 0.0549 -0.0028 0.0692
H 0.80858 3.46952 -2.98285 0.0503 0.0037 -0.0109
H 3.15742 4.02706 -0.05272 -0.0023 -0.0140 0.0211
H 2.85596 4.50281 -1.72018 -0.0352 0.0232 -0.0157
H 1.87397 5.17552 -0.43232 -0.0999 -0.1049 -0.0344
H 3.61450 2.62303 -2.40973 0.0657 0.1786 -0.0014
H 4.68210 0.48032 -2.90759 0.1166 -0.0009 -0.0885
H 3.73010 -1.59988 -2.03156 0.0855 -0.1915 -0.0225
H 0.85670 -1.66148 0.33532 0.1203 -0.2492 -0.1695
H 3.25088 -2.53902 0.60721 0.0279 0.0164 0.0248
H 2.03090 -3.80122 0.45022 -0.0921 0.0407 -0.0704
H 3.05539 -3.38846 -0.91544 -0.0149 -0.0219 -0.0101
H -0.14838 -1.72654 -1.93991 0.0073 -0.0417 -0.0095
H 1.15105 -2.76474 -2.50136 0.0860 -0.0021 -0.0089
H 0.02943 -3.35969 -1.27998 0.0536 0.0074 0.0362
H 0.92560 2.85520 3.20746 -0.1738 0.2211 0.0557
H 2.95366 3.10734 4.57034 -0.0353 0.1142 0.1001
H 4.70802 1.38599 4.50089 0.1387 0.0468 0.1099
H 4.44067 -0.59074 3.06376 0.1251 -0.1001 -0.0480
H 2.43138 -0.83989 1.69082 0.0291 -0.2181 -0.1642
H -0.95528 1.16986 3.96048 0.2871 0.0454 0.1490
H -2.63476 1.10226 3.21328 -0.3672 0.0513 0.0123
O -2.30705 -8.43179 7.81184 -0.4828 0.9722 -0.5598
C -2.76866 -7.49834 7.34839 0.9224 -1.8401 1.1772
Cr -3.49787 -5.98333 6.54694 -0.2438 -0.6105 -0.3991
C -2.93789 -4.86264 7.93592 0.7869 1.6318 1.9468
O -2.59813 -4.16061 8.76686 -0.3893 -0.8602 -0.9868
C -5.17025 -6.21364 7.33591 -2.1614 -0.2397 1.1787
O -6.20460 -6.33870 7.79685 1.0613 0.1190 -0.5421
C -3.96288 -6.89131 4.64434 -0.1310 -0.3416 -0.5701
C -2.55271 -6.86392 4.80093 -0.1468 0.3078 -0.3425
C -1.90202 -5.65792 5.14600 0.4473 0.0833 -0.3744
C -2.65068 -4.44328 5.26556 -0.1335 -0.2016 -0.5427
C -1.99813 -3.25299 5.63335 0.7752 1.5022 0.6363
C -1.41381 -2.32923 6.20611 -1.4350 -2.4689 -1.2162
C -0.77916 -1.49309 7.07440 0.4498 0.7561 0.4357
C -1.61391 -0.84668 8.06620 -0.4255 0.2088 0.2333
C -3.01479 -0.95407 7.97897 0.1943 -0.0528 -0.1766
C -3.83982 -0.34852 8.89452 -0.1535 -0.0185 -0.0694
C -3.29924 0.37478 9.94071 -0.1153 0.1070 0.2188
C -1.92564 0.47247 10.07039 0.0617 0.1702 0.2652
C -1.10209 -0.12317 9.14992 2.2719 -0.0890 -0.1005
C 0.65943 -1.39961 6.94646 0.5680 -0.0807 -0.0685
C 1.30165 -1.99235 5.84371 -0.2952 0.0907 0.0162
C 2.66572 -1.94017 5.69551 0.0391 -0.0410 -0.1429
C 3.44231 -1.30402 6.64497 0.2286 0.0050 0.0215
C 2.84000 -0.72827 7.74848 0.2647 0.1517 0.1733
C 1.47720 -0.77103 7.89262 -1.3418 0.8101 1.6250
C -4.07288 -4.48132 5.09632 -0.1632 0.4438 -0.3336
C -4.71693 -5.69716 4.77433 0.2590 0.0848 -0.1574
H -4.46916 -7.83359 4.42820 0.1962 0.3382 0.0648
H -1.96801 -7.77313 4.64642 -0.2382 0.2467 0.3182
H -0.82992 -5.63988 5.34954 -0.3782 0.0000 -0.1899
H -3.44631 -1.51898 7.17059 -0.1116 -0.0540 -0.1598
H -4.91001 -0.43429 8.79359 -0.1311 -0.0191 -0.0096
H -3.94920 0.85124 10.65674 -0.0489 0.0690 0.1142
H -1.50324 1.01552 10.89894 0.0851 0.0985 0.1257
H 0.09246 -0.09515 9.19344 -6.4488 1.1380 2.0493
H 0.70549 -2.47969 5.09149 -0.1057 -0.1146 -0.1748
H 3.12974 -2.38764 4.83174 0.0512 -0.0997 -0.1179
H 4.51305 -1.26369 6.52536 0.1539 0.0091 0.0325
H 3.44438 -0.24736 8.49830 0.1036 0.1039 0.1463
H 0.87848 -0.29545 8.81204 5.4281 -1.8943 -3.7156
H -4.64887 -3.55778 5.20365 0.2611 -0.4151 -0.0231
H -5.80375 -5.71984 4.65125 0.4278 -0.0183 0.1566

***

(2)
10
Properties=species:S:1:pos:R:3:forces:R:3 method="wB97M-V/def2-TZVPD" e_lumo_ha=-0.0540 homo_energy_ev=-9.50 smiles="F[SiH](F)F.S=[SiH]S" relative_energy_kj_mol=135.9
F -4.06714 -0.88639 -0.18040 -0.7585 0.0929 0.2217
Si -2.89271 0.12172 0.13885 -2.6659 1.8859 -0.2792
F -3.07454 0.83689 1.56102 0.1927 -0.4074 -0.7931
F -3.10754 1.28112 -0.97194 0.8072 -0.9002 0.9460
H -1.91189 -0.82727 0.12528 2.4160 -0.6769 -0.0913
S 1.09782 -1.02644 -0.53947 0.8503 -0.2927 0.4947
Si 2.92334 -0.79467 0.16083 -0.2452 0.8646 -1.3888
S 3.59903 1.31367 0.35363 0.3915 -0.6411 0.0351
H 4.00889 -1.88513 0.24328 -0.7157 0.9475 0.3075
H 3.42474 1.86651 -0.89108 -0.2722 -0.8726 0.5474

***

(3)
8
Properties=species:S:1:pos:R:3:forces:R:3 method="wB97M-V/def2-TZVPD" e_lumo_ha="-0.3314 / -0.3313" homo_energy_ev="-15.65 / -15.65" total_charge=+1 relative_energy_kj_mol=94.9
C 0.45392 -0.31596 -2.13330 -3.2208 -0.9415 -3.7356
C -0.82677 0.10589 0.27606 -3.4767 -0.2753 0.5720
C 0.56625 0.17522 0.03195 2.1621 0.4266 0.6752
N -0.29443 -0.44000 -3.02508 0.8485 0.0408 0.3842
N 1.14544 -0.14353 -1.10291 1.4187 1.0601 3.3799
I -1.59840 0.42866 2.15384 0.8348 -0.1550 -1.3635
H -1.76775 -0.17992 -0.42105 2.9431 0.5802 1.0129
H 1.31164 0.51570 0.83456 -1.5098 -0.7358 -0.9250

***

(4)
27
Properties=species:S:1:pos:R:3:forces:R:3 method="wB97M-V/def2-TZVPD" e_lumo_ha=-0.1537 homo_energy_ev=-12.83 total_charge=+1 relative_energy_kj_mol=274.0
C 2.46512 2.69546 -0.36969 -1.3171 -2.4634 -0.0668
C 1.39524 2.71191 0.52518 -0.5219 -0.4725 -0.5180
C 2.66901 1.57750 -1.19972 -2.4724 0.9279 1.7204
C 0.51885 1.60378 0.64381 3.3212 1.2555 -1.0031
C 1.74535 0.57244 -1.05662 0.5468 -1.0280 0.8217
C -2.93518 -0.02056 0.12901 -0.8313 0.3124 0.0808
C -2.28319 -0.22483 1.35314 1.6144 -0.8504 1.5552
C -2.49828 -0.66359 -0.96383 1.4725 1.6157 1.5253
C -1.10265 -0.83292 1.48490 4.2384 -2.1269 -0.2687
C -1.16599 -1.33961 -0.95417 0.6190 0.6616 0.0169
C -0.32856 -1.27061 0.30867 -1.8650 0.4986 -1.1305
C 0.69660 -2.40983 0.34567 -1.8588 2.7622 0.7704
N 0.81886 0.52019 -0.07784 -1.6543 -0.6418 -0.1422
H 3.19387 3.39983 -0.46331 1.4952 2.4675 0.2103
H 1.13109 3.54322 1.15638 0.4346 0.3791 -0.0197
H 3.41214 1.49728 -1.92677 1.1485 0.0667 -0.8987
H -0.17971 1.75982 1.43812 -0.8937 -1.1872 0.0625
H 1.94388 -0.31930 -1.63961 -0.5868 -0.2974 0.0507
H -3.84352 0.55515 0.27233 -0.2613 -0.3460 -0.9266
H -2.69359 -0.08305 2.32063 -1.1794 0.7965 0.4473
H -3.14556 -0.67569 -1.76497 -0.8223 -0.1771 -2.1117
H -0.51947 -1.17959 2.40060 -1.6002 1.0461 -0.5988
H -1.48015 -2.34382 -1.09808 0.0711 -1.7144 0.1913
H -0.43412 -1.24887 -1.79455 -1.0755 0.5244 0.1316
H 0.92668 -2.70342 -0.61803 0.0310 -0.9321 -2.0990
H 0.08770 -3.13157 0.87032 0.9107 -0.7410 0.5942
H 1.60557 -1.98931 0.67842 1.0364 -0.3360 1.6052

***

(5)
54
Properties=species:S:1:pos:R:3:forces:R:3 method="wB97M-V/def2-TZVPD" e_lumo_ha=0.0243 homo_energy_ev=-8.74 smiles=Cc1cc(C)c([C@H](C)C[C@H](OC#N)c2c(C)cc(C)cc2C)c(C)c1 relative_energy_kj_mol=17.9
C 8.42688 2.56374 0.78713 0.1800 0.1399 -0.1352
C 7.33229 1.75046 1.41431 -0.3078 -0.1480 0.1411
C 7.50574 0.38151 1.61538 -0.1358 0.1740 0.0350
C 6.50386 -0.41457 2.17274 -0.1571 0.3575 -0.1624
C 6.81486 -1.88582 2.29201 0.3526 -0.4347 -0.0609
C 5.26956 0.17560 2.52954 0.0889 -0.0496 0.1419
C 4.12037 -0.64997 3.11144 -0.0417 0.4066 0.1708
C 4.43671 -1.16759 4.52609 -0.0518 -0.0123 0.0940
C 3.62640 -1.74723 2.16079 0.0468 -0.2383 -0.0669
C 3.32495 -1.20787 0.76203 -0.4618 0.1428 -0.0992
O 2.27011 -0.09064 0.97951 0.5856 -0.2404 0.1809
C 1.14407 -0.52939 1.40093 -1.9194 -1.6528 0.5915
N 0.14448 -1.03802 1.75940 1.9783 1.3086 -0.6366
C 2.80621 -2.07969 -0.37219 -0.2627 -0.6989 -0.2780
C 2.43785 -1.43610 -1.58420 0.1145 -0.4202 -0.0513
C 2.54908 0.04585 -1.80942 -0.2205 0.4496 -0.2319
C 2.01371 -2.19146 -2.67986 0.1244 -0.1648 0.1789
C 1.96391 -3.58564 -2.64856 0.0769 0.3560 0.4220
C 1.61619 -4.36173 -3.88620 -0.0757 -0.1661 -0.1435
C 2.26551 -4.20887 -1.43822 0.0612 0.1863 -0.2927
C 2.69002 -3.49418 -0.30994 -0.1513 0.5648 -0.2817
C 3.01743 -4.31603 0.90210 -0.0596 -0.5829 0.3179
C 5.09143 1.56215 2.35249 0.1201 -0.2784 -0.1317
C 3.79988 2.25111 2.71663 -0.2633 0.3590 -0.0525
C 6.11736 2.32611 1.79455 0.2718 -0.2056 -0.0813
H 8.13084 3.61389 0.70711 0.1074 -0.1366 -0.0196
H 9.35640 2.50960 1.36902 -0.2136 0.0243 -0.0766
H 8.65851 2.19162 -0.21989 -0.0567 0.1159 0.1818
H 8.44890 -0.08650 1.31549 -0.2661 0.1471 0.1283
H 6.44883 -2.35514 3.20906 0.0107 0.1199 -0.2908
H 6.43201 -2.46357 1.43501 0.0138 0.1836 0.2310
H 7.90544 -2.02732 2.28325 -0.2976 0.0607 0.0041
H 3.26080 0.01624 3.25937 0.3167 -0.0655 -0.1170
H 4.64909 -0.30919 5.17662 -0.0031 -0.1991 -0.1172
H 3.56653 -1.68822 4.94729 0.1703 0.0361 -0.1049
H 5.30182 -1.84096 4.57493 -0.3296 0.1946 -0.0028
H 4.38718 -2.53687 2.11140 -0.3906 0.2061 -0.1542
H 2.70608 -2.18740 2.57756 0.3567 0.1293 -0.0733
H 4.18905 -0.64706 0.38452 -0.3385 0.2132 0.2103
H 2.05964 0.30013 -2.75915 0.2910 -0.0670 0.1719
H 2.05138 0.64080 -1.04164 0.2460 -0.1163 -0.1571
H 3.60124 0.35945 -1.87542 -0.2134 -0.0045 0.0999
H 1.73592 -1.67328 -3.60204 0.1401 -0.1187 0.2725
H 1.70151 -5.43526 -3.70005 -0.1306 0.0953 -0.0576
H 0.60033 -4.13536 -4.23522 0.1729 -0.0938 0.1250
H 2.29610 -4.12198 -4.71386 -0.0880 0.0297 0.2124
H 2.17632 -5.29680 -1.37248 0.1060 0.3207 0.0194
H 2.70817 -5.35520 0.72409 0.1422 0.2693 0.0129
H 4.09986 -4.33443 1.10477 -0.3713 0.0292 0.0483
H 2.47529 -3.98633 1.79562 0.2656 -0.1036 -0.2499
H 3.85048 3.30752 2.42631 0.0286 -0.1929 0.1252
H 2.93536 1.82495 2.19105 0.2689 0.0546 0.1607
H 3.58651 2.21706 3.79368 0.0899 -0.0482 -0.2046
H 5.95495 3.39434 1.63873 0.0795 -0.2355 0.0540